[1]
Molecular formula: C45H86O2
Method: DFT, ωB97M-V with the def2-TZVPD basis set

XYZ file:
```
133
C45H86O2, DFT ωB97M-V with the def2-TZVPD basis set
C 2.592 -7.165 1.044
H -5.170 7.828 2.729
C 2.935 -3.540 7.025
H 1.293 -3.761 5.653
C -8.657 7.943 2.435
H 1.225 -2.830 -1.030
H 3.350 4.173 -1.507
H 8.183 2.361 -2.052
H -3.723 7.610 -2.962
H -3.800 8.303 -1.332
C 4.177 1.468 -1.690
H 5.998 -10.043 0.535
C -0.264 -6.963 -3.672
H 2.795 -4.182 9.083
O -1.200 -6.519 -4.381
H 0.250 -1.427 -2.966
C -3.639 4.331 -3.328
H 2.669 -2.508 7.276
H 1.934 3.141 -1.776
H 2.516 4.212 -3.059
C 1.107 -7.010 -1.319
C 6.309 2.781 -1.063
H 5.405 -7.835 1.813
H -1.602 1.891 -3.494
H 0.443 0.957 -2.393
H -0.558 -1.055 -4.470
H 2.255 -6.015 5.732
C -1.718 -0.490 -1.244
H -5.633 6.069 -2.357
H 2.293 -5.369 4.108
C -2.993 5.008 -2.117
H 6.021 -4.917 4.017
C -4.426 3.082 -2.959
C -9.071 7.773 4.941
H -6.245 8.838 3.672
C 5.193 -7.878 0.685
C 4.227 -5.562 5.022
H 1.783 -7.807 1.561
H 7.577 1.023 -1.066
H 4.432 2.813 -0.018
H -1.032 -1.173 -0.736
H -4.849 2.624 -3.858
C 1.847 -6.341 -0.114
H 4.548 -4.731 3.053
H 6.809 3.231 -0.199
H -5.212 10.120 1.826
H 3.166 1.883 -3.538
C 0.195 0.676 -3.422
C 4.964 -4.644 4.061
H -3.779 2.344 -2.476
H 4.352 -6.596 4.684
C -6.123 8.365 2.693
H -2.366 5.835 -2.468
O 0.965 -9.406 -0.508
H -2.703 -0.594 -0.782
C 2.734 -5.255 5.106
H -0.132 2.736 -3.930
C -3.977 5.522 -1.062
H -5.158 8.496 -2.451
C -0.660 1.783 -4.041
H 1.299 -4.393 8.160
C 2.831 3.556 -2.243
H 4.586 2.877 -3.291
H 0.052 -3.958 -3.155
H 5.449 -9.269 -1.032
H -4.289 5.034 -3.858
C 2.383 -3.861 5.633
H 5.299 1.303 0.132
H 2.741 -3.102 4.930
H 4.688 -5.506 6.012
C -0.441 -0.716 -3.435
H -5.689 6.783 -0.759
H -4.504 4.677 -0.609
C 6.035 -9.065 -0.054
H 5.829 -6.800 -1.156
C -7.244 7.354 2.443
H 3.545 -8.164 -0.779
H -10.058 9.099 3.580
C 1.885 -4.789 0.005
H -8.084 7.355 5.149
H -6.953 10.032 1.561
H 4.907 -3.598 4.370
H 4.029 -3.581 7.023
H 6.635 -6.083 0.355
H 3.448 -9.262 0.704
H -8.391 9.529 3.895
H 0.272 -8.899 -5.006
C 0.998 -8.590 -1.463
C -0.950 1.555 -5.518
H 4.810 -5.727 -0.070
H -5.862 8.986 0.633
H -0.020 1.500 -6.092
H -9.774 6.947 4.803
H -2.528 -0.157 -3.212
C 5.655 -6.495 -0.053
C 3.647 -8.180 0.372
H -5.254 3.309 -2.284
H -2.178 -1.834 -2.848
C 1.208 -3.969 -1.113
H -9.381 8.337 5.825
H -3.406 5.989 -0.252
C 7.280 1.827 -1.746
C -9.056 8.679 3.717
C 5.031 2.090 -0.582
H 2.381 -4.236 0.876
C 2.389 -4.463 8.107
H 4.727 0.647 -2.161
H 7.080 -8.736 -0.366
H -2.309 4.299 -1.635
C 3.722 2.443 -2.779
H -1.512 0.634 -5.684
H 6.845 1.377 -2.642
H -2.849 4.053 -4.034
C 0.506 -4.637 -2.344
H 6.068 3.606 -1.740
C -1.797 -0.814 -2.730
C -5.011 6.525 -1.580
H 1.340 -10.274 -3.143
H -1.544 2.380 -5.919
C -6.039 9.437 1.614
C 0.942 -9.229 -2.944
H -9.372 7.132 2.255
H 2.660 -5.505 7.927
C -4.381 7.805 -2.113
C 0.421 -6.176 -2.469
H -7.070 6.859 1.480
H 1.151 0.625 -3.956
H -8.764 8.629 1.589
H -1.379 0.533 -1.069
H 3.021 -6.480 1.846
C 0.328 -8.435 -3.960
H 3.292 1.011 -1.232
H -7.180 6.564 3.199
```

E in eV: -52150.0252
HOMO-LUMO gap in eV: 7.84
SMILES string: CC(C)CCc1cccc2c1C(=O)C=CC2=O.CCCCCC.CCCCCC.CCCCCC.CCCCCC.CCCCCC
LUMO level in Ha: -0.047
HOMO energy in eV: -9.1
Energy above the lowest of the compared OMol25 structures with the same formula, charge and spin in eV: 4.289
F_max in eV/Å: 4.6

Löwdin population analysis, charges in e, atoms 1 to 99: number 1, C, carries -0.144; number 2, H, carries 0.104; number 3, C, carries -0.272; number 4, H, carries 0.110; number 5, C, carries -0.228; number 6, H, carries 0.081; number 7, H, carries 0.066; number 8, H, carries 0.070; number 9, H, carries 0.065; number 10, H, carries 0.074; number 11, C, carries -0.228; number 12, H, carries 0.077; number 13, C, carries -0.280; number 14, H, carries 0.070; number 15, O, carries 0.043; number 16, H, carries 0.087; number 17, C, carries -0.268; number 18, H, carries 0.105; number 19, H, carries 0.067; number 20, H, carries 0.071; number 21, C, carries 0.004; number 22, C, carries -0.273; number 23, H, carries 0.128; number 24, H, carries 0.079; number 25, H, carries 0.095; number 26, H, carries 0.104; number 27, H, carries 0.103; number 28, C, carries -0.107; number 29, H, carries 0.100; number 30, H, carries 0.098; number 31, C, carries -0.226; number 32, H, carries 0.072; number 33, C, carries -0.108; number 34, C, carries -0.115; number 35, H, carries 0.098; number 36, C, carries -0.379; number 37, C, carries -0.272; number 38, H, carries 0.123; number 39, H, carries 0.075; number 40, H, carries 0.100; number 41, H, carries 0.065; number 42, H, carries 0.074; number 43, C, carries -0.091; number 44, H, carries 0.058; number 45, H, carries 0.104; number 46, H, carries 0.072; number 47, H, carries 0.089; number 48, C, carries -0.226; number 49, C, carries -0.111; number 50, H, carries 0.060; number 51, H, carries 0.102; number 52, C, carries -0.268; number 53, H, carries 0.102; number 54, O, carries 0.032; number 55, H, carries 0.072; number 56, C, carries -0.230; number 57, H, carries 0.102; number 58, C, carries -0.225; number 59, H, carries 0.071; number 60, C, carries -0.265; number 61, H, carries 0.076; number 62, C, carries -0.111; number 63, H, carries 0.100; number 64, H, carries 0.100; number 65, H, carries 0.081; number 66, H, carries 0.101; number 67, C, carries -0.227; number 68, H, carries 0.109; number 69, H, carries 0.099; number 70, H, carries 0.101; number 71, C, carries -0.224; number 72, H, carries 0.085; number 73, H, carries 0.101; number 74, C, carries -0.112; number 75, H, carries 0.085; number 76, C, carries -0.228; number 77, H, carries 0.112; number 78, H, carries 0.104; number 79, C, carries -0.013; number 80, H, carries 0.065; number 81, H, carries 0.067; number 82, H, carries 0.068; number 83, H, carries 0.098; number 84, H, carries 0.077; number 85, H, carries 0.121; number 86, H, carries 0.098; number 87, H, carries 0.118; number 88, C, carries -0.287; number 89, C, carries -0.102; number 90, H, carries 0.062; number 91, H, carries 0.060; number 92, H, carries 0.077; number 93, H, carries 0.075; number 94, H, carries 0.095; number 95, C, carries -0.092; number 96, C, carries -0.200; number 97, H, carries 0.067; number 98, H, carries 0.105; number 99, C, carries -0.043


[2]
Molecular formula: C5H4S
Method: DFT, ωB97M-V with the def2-TZVPD basis set

XYZ file:
```
10
C5H4S, DFT ωB97M-V with the def2-TZVPD basis set
H 2.512 1.472 -1.973
C 2.015 0.901 -1.083
C -0.169 -0.066 -0.134
S -1.789 -0.071 -0.246
H -0.049 1.360 -1.712
H 1.581 -1.222 2.795
C 0.614 0.743 -0.990
H 2.710 0.306 -0.418
C 0.390 -0.594 1.038
C 0.794 -1.113 2.044
```

E in eV: -16081.0016
HOMO-LUMO gap in eV: 7.50
SMILES string: C#CC(=S)C=C
LUMO level in Ha: -0.053
HOMO energy in eV: -8.9
Energy above the lowest of the compared OMol25 structures with the same formula, charge and spin in eV: 2.328
F_max in eV/Å: 5.4

Just the Löwdin charges please, in e? Sure, here they are: number 1, H, carries 0.091; number 2, C, carries 0.058; number 3, C, carries -0.858; number 4, S, carries 0.792; number 5, H, carries 0.112; number 6, H, carries 0.057; number 7, C, carries -0.244; number 8, H, carries 0.073; number 9, C, carries -0.218; number 10, C, carries 0.138


[3]
Molecular formula: C3H10N3
Method: DFT, ωB97M-V with the def2-TZVPD basis set

XYZ file:
```
16
C3H10N3, DFT ωB97M-V with the def2-TZVPD basis set
C 0.884 0.902 0.148
N -3.044 -0.037 -0.179
H -0.051 -2.027 -0.042
H -1.057 -0.743 -0.519
H 1.901 -2.008 0.090
N 0.850 -0.316 -0.124
N -0.165 -1.117 -0.543
H -3.774 -0.568 -0.702
H -2.862 0.947 -0.457
H 2.778 -0.924 -0.810
H -3.364 -0.149 0.829
H 1.078 2.830 -0.411
H 2.769 -0.665 0.897
H 0.928 2.706 1.340
C 1.030 2.134 0.472
C 2.100 -0.963 0.010
```

E in eV: -7733.5411
Charge: +1
HOMO-LUMO gap in eV: 9.98
LUMO level in Ha: -0.142
HOMO energy in eV: -13.9
Energy above the lowest of the compared OMol25 structures with the same formula, charge and spin in eV: 4.723
F_max in eV/Å: 4.1

Just the Löwdin charges please, in e? Sure, here they are: number 1, C, carries -0.005; number 2, N, carries -0.026; number 3, H, carries 0.149; number 4, H, carries 0.025; number 5, H, carries 0.092; number 6, N, carries -0.177; number 7, N, carries 0.171; number 8, H, carries 0.047; number 9, H, carries 0.038; number 10, H, carries 0.107; number 11, H, carries 0.058; number 12, H, carries 0.129; number 13, H, carries 0.156; number 14, H, carries 0.079; number 15, C, carries 0.153; number 16, C, carries 0.004


[4]
Molecular formula: C4H8O
Method: DFT, ωB97M-V with the def2-TZVPD basis set

XYZ file:
```
13
C4H8O, DFT ωB97M-V with the def2-TZVPD basis set
H -2.380 -0.110 -0.483
H -1.365 0.988 -1.734
C 0.060 -0.450 0.128
H 1.604 0.746 -1.103
O -0.356 -1.753 0.216
H -0.774 -2.184 -0.618
H 1.389 -0.236 1.977
C 0.854 0.278 1.134
H -1.499 1.435 0.153
C -1.684 0.770 -0.652
C 1.404 -0.011 -0.242
H 0.561 1.282 1.342
H 2.185 -0.754 -0.120
```

E in eV: -6320.7372
HOMO-LUMO gap in eV: 9.18
LUMO level in Ha: 0.033
HOMO energy in eV: -8.3
Energy above the lowest of the compared OMol25 structures with the same formula, charge and spin in eV: 4.431
F_max in eV/Å: 5.1

Just the Löwdin charges please, in e? Sure, here they are: number 1, H, carries 0.028; number 2, H, carries 0.040; number 3, C, carries -0.409; number 4, H, carries 0.132; number 5, O, carries -0.036; number 6, H, carries 0.154; number 7, H, carries 0.124; number 8, C, carries -0.113; number 9, H, carries -0.024; number 10, C, carries 0.062; number 11, C, carries -0.134; number 12, H, carries 0.079; number 13, H, carries 0.096